(1)
{"formula": "C25H27N3O5", "method": "wB97M-V/def2-TZVPD", "elements": ["C", "C", "C", "O", "C", "N", "N", "C", "O", "O", "C", "C", "C", "O", "H", "H", "H", "H", "H", "H", "H", "H", "H", "H", "H", "H", "H", "H", "C", "C", "C", "C", "C", "C", "N", "C", "C", "C", "C", "C", "C", "C", "C", "C", "O", "C", "C", "H", "H", "H", "H", "H", "H", "H", "H", "H", "H", "H", "H", "H"], "xyz": [[-4.9772, 0.2479, 0.9574], [-3.9893, -0.8553, 1.2822], [-4.1478, -1.4685, 2.6496], [-2.6210, -0.2193, 1.1677], [-1.6212, -1.0902, 1.0170], [-0.2673, -0.5288, 1.1920], [0.0489, -0.0464, 2.3012], [1.3193, 0.6618, 2.3012], [2.0349, 0.8512, 1.3370], [1.5568, 1.0649, 3.5627], [2.7741, 1.9065, 3.6797], [3.1136, 1.9744, 5.1552], [2.6036, 3.2684, 3.0616], [-1.6937, -2.2513, 0.6508], [-5.9993, -0.1482, 0.9157], [-4.9550, 1.0363, 1.7192], [-4.7475, 0.7078, -0.0095], [-4.0586, -1.6465, 0.5194], [-5.1139, -1.9816, 2.7117], [-3.3557, -2.2036, 2.8319], [-4.1131, -0.6971, 3.4306], [3.5857, 1.3848, 3.1511], [4.0747, 2.4850, 5.2879], [2.3584, 2.5219, 5.7331], [3.1806, 0.9733, 5.5897], [3.5447, 3.8245, 3.1521], [2.3480, 3.1830, 2.0016], [1.8213, 3.8436, 3.5746], [1.3099, 5.2780, -1.8346], [-0.0231, 4.8422, -1.8987], [-0.3117, 3.4843, -2.0677], [0.7208, 2.5345, -2.1275], [0.3298, 1.0691, -2.2218], [1.3025, 0.0972, -1.9072], [1.0889, -1.2578, -2.0892], [-0.1569, -1.8021, -2.2813], [-0.3383, -3.1789, -2.3737], [0.8022, -4.0566, -2.3885], [0.5898, -5.4454, -2.5352], [-0.6963, -5.9649, -2.6320], [-1.8161, -5.1100, -2.5956], [-1.6392, -3.7440, -2.4736], [2.0722, -3.4446, -2.2502], [2.1950, -2.0944, -2.0952], [-0.8429, 0.8115, -2.5798], [2.0520, 2.9813, -2.1451], [2.3456, 4.3421, -1.9701], [1.5360, 6.3363, -1.6889], [-0.8436, 5.5562, -1.8088], [-1.3507, 3.1543, -2.1425], [2.3124, 0.3677, -1.6055], [-0.9950, -1.1159, -2.3393], [1.4536, -6.1121, -2.5698], [-0.8524, -7.0377, -2.7331], [-2.8190, -5.5305, -2.6619], [-2.4867, -3.0601, -2.4370], [2.9785, -4.0454, -2.2585], [3.1421, -1.5744, -1.9792], [2.8506, 2.2518, -2.2943], [3.3862, 4.6697, -1.9386]], "forces_ev_per_angstrom": [[0.0387, 0.2730, 0.0705], [0.3024, 0.1587, -0.8009], [0.1873, 0.0894, 0.3281], [0.1088, -0.9675, 0.4163], [0.2543, -1.3493, 0.0490], [0.3699, 1.3737, 0.6112], [-2.0194, -0.7761, -1.0308], [1.6699, -0.0387, -0.8100], [-1.1147, -0.2840, 1.3368], [0.3161, 0.4269, -1.1430], [0.3796, -0.5144, 0.3083], [-0.1962, -0.0995, 0.3025], [-0.4461, 0.3265, -0.2257], [-0.0345, 1.6261, 0.6781], [0.2568, -0.0362, 0.0306], [0.0430, -0.1552, -0.0954], [-0.0158, -0.1471, 0.1505], [0.2865, 0.3328, 0.1836], [0.1533, 0.0883, -0.0471], [-0.1960, 0.1168, 0.0074], [0.0153, -0.1786, -0.1720], [-0.3606, -0.0291, 0.0836], [-0.1781, -0.1308, -0.0635], [0.0791, -0.0289, -0.2462], [0.0963, 0.0876, -0.1015], [-0.1668, -0.1537, -0.0305], [0.0857, 0.1196, 0.1657], [0.1402, -0.1455, -0.0834], [-0.1174, -0.4494, -0.0144], [0.3617, -0.2205, -0.0642], [0.1542, 0.1952, 0.2155], [0.1300, 0.2184, -0.1762], [-0.0869, -0.0455, -0.0881], [0.2226, 0.7081, -0.3250], [-1.3375, -0.3457, -0.2223], [0.8976, 0.6949, 0.3643], [0.6445, -1.3339, -0.2663], [-0.9970, 0.3375, -0.0091], [-0.4203, -0.3527, -0.0164], [0.6907, 0.2421, 0.0370], [0.1016, 0.6920, 0.0883], [-0.0527, -0.2261, -0.0443], [0.3675, 0.5707, 0.1182], [-0.1790, -0.6033, 0.0455], [0.1524, 0.0584, 0.1418], [-0.3152, 0.2283, 0.2814], [-0.2906, -0.1386, -0.0838], [-0.0459, -0.3287, -0.0503], [0.2638, -0.1580, -0.0687], [0.4211, -0.0355, 0.1030], [-0.4485, -0.1959, -0.0720], [0.3921, 0.0810, 0.1539], [-0.2298, 0.1665, 0.0403], [0.1285, 0.2316, 0.0124], [0.2397, 0.1381, 0.0169], [0.1176, -0.2298, -0.0334], [-0.1659, 0.0845, -0.0036], [-0.2099, -0.2500, -0.0185], [-0.1513, 0.3526, 0.1359], [-0.2922, -0.0714, -0.0700]], "lumo_ev": -0.76, "energy_ha": -1509.254880, "orbital_gap_ev": 6.0}

(2)
{"formula": "C25H27N3O5S", "method": "wB97M-V/def2-TZVPD", "elements": ["C", "H", "H", "H", "O", "C", "C", "C", "C", "C", "C", "N", "S", "O", "O", "C", "C", "C", "C", "C", "C", "C", "H", "H", "H", "H", "H", "N", "C", "O", "C", "N", "C", "O", "C", "C", "C", "C", "C", "C", "H", "C", "H", "H", "H", "H", "C", "H", "H", "H", "H", "H", "H", "H", "H", "H", "H", "H", "H", "H", "H"], "xyz": [[2.8565, 1.3145, -2.3291], [2.4285, 2.1585, -1.7819], [2.5301, 1.3469, -3.3733], [3.9422, 1.3743, -2.2873], [2.5291, 0.0743, -1.7339], [1.2288, -0.3096, -1.7161], [0.1682, 0.4886, -2.1319], [-1.1219, -0.0154, -2.1583], [-1.3745, -1.3194, -1.7806], [-0.3332, -2.1091, -1.3241], [0.9608, -1.6196, -1.2773], [2.0313, -2.3982, -0.7714], [2.2078, -2.2737, 0.9133], [0.9109, -2.3499, 1.5350], [3.1651, -3.2714, 1.2913], [2.8160, -0.6035, 1.0572], [1.8466, 0.3278, 1.3518], [2.1381, 1.6839, 1.2695], [3.4277, 2.0809, 0.9443], [4.3975, 1.1260, 0.6912], [4.1087, -0.2360, 0.7065], [5.1206, -1.2500, 0.2946], [6.1253, -0.8367, 0.3372], [4.9089, -1.5579, -0.7293], [5.0547, -2.1360, 0.9193], [5.3972, 1.4458, 0.4364], [3.6570, 3.1319, 0.8662], [1.0786, 2.5988, 1.4332], [0.6369, 3.3717, 0.4123], [1.2746, 3.6442, -0.5828], [-0.8229, 3.8027, 0.6145], [-1.6870, 2.6502, 0.4255], [-1.8415, 1.7078, 1.3887], [-1.3272, 1.8286, 2.4936], [-2.6391, 0.5199, 1.0076], [-2.2258, -0.7115, 1.4975], [-2.9086, -1.8724, 1.1631], [-4.0351, -1.7704, 0.3598], [-4.4785, -0.5430, -0.1240], [-3.7649, 0.6016, 0.1930], [-4.1072, 1.5628, -0.1650], [-5.6952, -0.4758, -0.9977], [-6.5034, -1.0696, -0.5756], [-6.0377, 0.5495, -1.1131], [-5.4703, -0.8756, -1.9869], [-4.5858, -2.6645, 0.1002], [-2.4208, -3.1887, 1.6783], [-1.3329, -3.1891, 1.7159], [-2.7903, -3.3519, 2.6908], [-2.7684, -4.0087, 1.0540], [-1.3540, -0.7717, 2.1302], [-1.9620, 2.4245, -0.5169], [-1.0862, 4.5725, -0.1109], [-0.9667, 4.1764, 1.6314], [0.3706, 2.3316, 2.1236], [0.8553, -0.0150, 1.6031], [1.9430, -3.3808, -0.9957], [-0.5186, -3.1214, -0.9983], [-2.3751, -1.7174, -1.8254], [-1.9319, 0.6129, -2.4999], [0.3501, 1.5049, -2.4434]], "forces_ev_per_angstrom": [[0.0184, 0.3047, -0.1242], [0.0288, -0.1049, -0.0461], [0.0137, -0.0361, 0.0074], [-0.0293, 0.0251, -0.0362], [-0.3616, -0.3209, 0.0414], [0.1265, -0.1409, -0.1437], [0.1874, 0.1887, 0.0019], [0.0372, -0.1095, -0.0226], [-0.1004, -0.0689, -0.1086], [0.0635, 0.1349, -0.0812], [-0.2768, 0.5236, -0.2735], [0.4367, 0.0273, 0.8101], [-0.1568, -0.3673, -0.2175], [0.0665, 0.3566, -0.0048], [0.1657, 0.1103, -0.1542], [-0.2940, -0.4803, 0.0611], [-0.1169, 0.3297, 0.1175], [0.2925, -0.3150, -0.2201], [-0.2088, -0.0668, 0.0742], [-0.0720, -0.1939, 0.0498], [0.2019, 0.0430, 0.0364], [0.1867, -0.0473, 0.0012], [0.0518, 0.0242, -0.0234], [0.0302, -0.0749, -0.1161], [0.1772, 0.0105, -0.0412], [0.1162, -0.0064, -0.0270], [0.0187, 0.1028, 0.0168], [0.0165, -0.0865, 0.5332], [-0.4342, 0.2335, 0.1208], [0.0803, 0.1243, -0.2405], [0.1353, 0.0375, 0.0611], [-0.0887, 0.1150, -0.1533], [-0.0669, 0.2052, -0.2035], [-0.0295, -0.0859, 0.2664], [-0.1504, -0.4155, 0.1138], [-0.0677, 0.2064, -0.0646], [-0.0737, 0.0779, -0.0462], [0.0585, 0.1642, 0.0901], [0.0024, -0.0178, -0.0217], [0.1316, -0.0251, 0.0759], [-0.0582, 0.1015, -0.0426], [0.0224, -0.0223, -0.0146], [-0.0955, -0.0102, -0.0209], [-0.0666, 0.0479, -0.0377], [-0.0580, -0.0050, -0.0843], [-0.0586, -0.1291, -0.0287], [0.0291, -0.0171, 0.0615], [0.0263, -0.1092, 0.0062], [-0.0070, -0.0818, 0.0648], [-0.0002, -0.0967, -0.0185], [0.1248, 0.0276, 0.0815], [0.0134, -0.0974, 0.0682], [0.1029, -0.0773, 0.0911], [-0.0151, 0.0228, -0.1185], [0.1076, 0.1636, -0.2004], [-0.1765, 0.0694, -0.0120], [0.1155, -0.1959, 0.0535], [-0.0173, -0.1235, 0.1059], [-0.0893, -0.0248, 0.0222], [-0.0823, 0.0655, -0.0493], [0.0662, 0.1105, -0.0367]], "smiles": "COc1ccccc1NS(=O)(=O)c1cc(NC(=O)CNC(=O)c2cc(C)cc(C)c2)ccc1C", "lumo_ev": 0.54, "energy_ha": -1907.568303, "orbital_gap_ev": 9.0}

(3)
{"formula": "C25H27NO3", "method": "wB97M-V/def2-TZVPD", "elements": ["C", "C", "O", "C", "C", "C", "O", "C", "C", "C", "C", "O", "H", "H", "H", "H", "H", "H", "H", "H", "H", "H", "H", "H", "H", "C", "N", "C", "C", "C", "C", "C", "C", "C", "C", "C", "C", "C", "C", "C", "C", "C", "H", "H", "H", "H", "H", "H", "H", "H", "H", "H", "H", "H", "H", "H"], "xyz": [[-4.5182, -0.5842, -2.9619], [-4.1121, -0.6336, -1.5152], [-2.9039, 0.2576, -1.4473], [-2.3873, 0.5652, -0.2378], [-0.8471, 1.0883, -0.3305], [-0.6082, 1.8072, 0.9067], [-0.6349, 1.1327, 2.0429], [-0.1751, 3.2024, 1.1320], [-0.5347, 4.1433, 0.0047], [-0.2000, 3.4743, -1.3243], [-0.7550, 2.0542, -1.5776], [-3.0218, 0.3859, 0.7982], [-5.2711, -1.3537, -3.1683], [-4.9735, 0.3844, -3.2051], [-3.6679, -0.7484, -3.6349], [-4.8889, -0.2597, -0.8510], [-3.8059, -1.6450, -1.2300], [-0.5349, 3.5844, 2.0979], [0.9214, 3.1749, 1.1969], [-1.5887, 4.4468, 0.0803], [0.0483, 5.0719, 0.1028], [-0.5618, 4.1061, -2.1468], [0.8927, 3.4225, -1.4173], [-0.1420, 1.5099, -2.3003], [-1.7396, 2.1858, -2.0326], [-0.6940, -0.5468, 4.3615], [-0.0576, -0.8527, 3.1155], [-0.5623, -0.3337, 1.8802], [0.3632, -0.7967, 0.8092], [0.0495, -0.3331, -0.5332], [1.1568, -0.6685, -1.5577], [2.4523, -0.2467, -1.3494], [3.4727, -0.5813, -2.2236], [3.2303, -1.4325, -3.3324], [1.9049, -1.8109, -3.5553], [0.8811, -1.4781, -2.6874], [1.3013, -1.6242, 1.4513], [2.5095, -2.2345, 1.0433], [3.3909, -2.7079, 2.0071], [3.1595, -2.6095, 3.3902], [1.9653, -2.0078, 3.8314], [1.0591, -1.5916, 2.8690], [0.0290, -0.6161, 5.1746], [-1.1431, 0.4717, 4.3891], [-1.5083, -1.2581, 4.5691], [-1.5835, -0.6231, 1.6244], [-0.8481, -0.8783, -0.9483], [2.6649, 0.3822, -0.4653], [4.4688, -0.1822, -2.0788], [4.0513, -1.6774, -4.0329], [1.7019, -2.4024, -4.4721], [-0.1384, -1.8126, -2.9067], [2.7298, -2.3142, -0.0246], [4.3284, -3.1991, 1.6798], [3.8964, -2.9613, 4.1101], [1.7786, -1.8456, 4.8800]], "forces_ev_per_angstrom": [[-0.4144, 0.1258, -0.4184], [1.0491, 0.6867, -0.1346], [0.0899, -0.4253, 0.4536], [-0.5159, -0.6011, 1.0702], [-2.0215, 1.8815, -1.0831], [-0.3899, -0.6379, 2.1213], [0.4309, 1.4761, -1.9817], [0.4867, 0.4267, -0.2485], [-0.2236, 0.1306, -0.2288], [0.4150, -0.1136, -0.5339], [-0.2687, -0.2118, 0.4460], [0.8835, 0.6550, -1.8656], [0.1310, 0.0851, 0.0750], [0.1879, -0.1846, 0.0233], [-0.1495, -0.0065, 0.2498], [0.1916, -0.0087, 0.0947], [0.0687, 0.2799, 0.1990], [0.0576, -0.4379, -0.1845], [0.1777, -0.0446, 0.1600], [0.1170, -0.2453, -0.1641], [-0.1736, -0.2741, -0.0550], [0.2347, -0.1281, 0.1139], [-0.0813, 0.1534, 0.0704], [-0.0241, 0.3771, -0.1651], [0.0749, -0.3032, 0.1485], [-0.4904, -0.0738, 0.4048], [-1.0828, 1.0448, -1.1764], [-0.3117, -2.7428, 0.1094], [-0.7327, 0.5984, 1.0042], [-0.8703, -2.3858, -0.2324], [-1.0293, 0.2341, -0.2620], [0.4164, 0.9092, 0.4052], [0.2157, -0.7988, -0.9948], [-0.0321, 1.2310, 0.7500], [0.5685, -0.9385, -1.1158], [-0.1378, 0.7729, 0.6411], [1.8293, 0.0729, 0.5875], [-0.4775, -0.0904, 0.0063], [0.8722, -0.7401, 0.1274], [-0.5805, 0.4056, -0.3617], [0.6828, -0.6554, -0.7470], [0.8330, 0.2563, 0.1124], [-0.0447, 0.0571, -0.0232], [0.4857, -0.6141, -0.2908], [0.1010, 0.0976, 0.0855], [-0.1206, 0.1456, 0.9602], [0.8694, 0.1736, 0.1179], [-0.0903, -0.3930, -0.5456], [0.0153, -0.0951, 0.1548], [-0.7202, 0.0781, 0.5162], [-0.0629, 0.3422, 0.7918], [0.3304, 0.1731, 0.1996], [0.1136, -0.0562, 0.5345], [-0.6542, 0.3651, 0.1525], [-0.1559, 0.0434, -0.2244], [-0.0733, -0.0719, 0.1505]], "lumo_ev": -0.55, "energy_ha": -1249.172102, "orbital_gap_ev": 4.7}

(4)
{"formula": "C25H27NO6S", "method": "wB97M-V/def2-TZVPD", "elements": ["C", "C", "C", "C", "H", "H", "C", "N", "S", "O", "O", "C", "C", "C", "C", "C", "C", "H", "H", "C", "H", "H", "H", "H", "H", "H", "C", "O", "O", "C", "C", "C", "C", "C", "C", "H", "H", "C", "C", "C", "O", "O", "C", "H", "H", "C", "H", "H", "C", "H", "H", "H", "H", "H", "H", "H", "H", "H", "H", "H"], "xyz": [[-4.6281, -2.9469, -1.3104], [-4.3568, -3.7454, -0.0407], [-3.3246, -3.1090, 0.8933], [-3.7828, -1.7839, 1.5105], [-3.3890, -1.6810, 2.5244], [-4.8711, -1.7604, 1.5752], [-3.3499, -0.5436, 0.7047], [-4.1612, 0.5949, 1.0573], [-4.2742, 1.7659, -0.1368], [-4.6277, 1.0697, -1.3394], [-5.1451, 2.7800, 0.3714], [-2.6229, 2.4261, -0.3102], [-2.1826, 3.3743, 0.5927], [-0.8980, 3.8714, 0.4776], [-0.0496, 3.4272, -0.5351], [-0.5165, 2.4688, -1.4294], [-1.8019, 1.9650, -1.3192], [-2.1864, 1.2344, -2.0139], [0.1305, 2.1152, -2.2192], [1.3392, 3.9713, -0.6418], [1.7897, 3.7102, -1.5959], [1.9644, 3.5672, 0.1540], [1.3346, 5.0541, -0.5377], [-0.5431, 4.6134, 1.1772], [-2.8577, 3.7186, 1.3599], [-3.9301, 0.9924, 1.9569], [-1.8833, -0.2447, 0.9731], [-1.5047, 0.4901, 1.8463], [-1.0945, -0.9303, 0.1335], [0.2859, -0.8420, 0.1380], [0.9816, 0.2818, 0.5385], [2.3714, 0.2880, 0.4379], [3.0646, -0.8348, -0.0496], [2.3300, -1.9601, -0.4406], [0.9599, -1.9650, -0.3541], [0.3845, -2.8235, -0.6609], [2.8531, -2.8267, -0.8127], [4.4889, -0.7196, -0.1066], [5.1037, 0.4203, 0.2892], [4.3735, 1.5717, 0.7683], [4.8350, 2.6313, 1.1086], [3.0033, 1.4180, 0.8184], [6.5922, 0.3249, 0.1754], [7.0207, 1.2126, -0.2882], [7.0305, 0.2337, 1.1723], [6.7977, -0.9514, -0.6609], [7.6537, -1.5287, -0.3188], [6.9690, -0.6805, -1.7029], [5.4839, -1.7481, -0.5472], [5.2029, -2.2186, -1.4893], [5.5538, -2.5327, 0.2109], [0.4822, 1.1522, 0.9270], [-3.5042, -0.7107, -0.3623], [-3.1228, -3.8168, 1.7006], [-2.3905, -2.9572, 0.3505], [-3.9922, -4.7373, -0.3203], [-5.2924, -3.8839, 0.5052], [-5.2855, -3.5116, -1.9680], [-3.7006, -2.7526, -1.8453], [-5.1103, -1.9983, -1.0913]], "forces_ev_per_angstrom": [[-0.0573, -0.2041, 0.1799], [0.2212, 0.0864, -0.0635], [-0.2131, -0.1368, 0.1076], [0.1814, 0.0451, -0.1718], [-0.0705, 0.0331, 0.0483], [-0.0330, 0.0454, 0.0280], [0.0478, -0.3367, -0.0670], [-0.2952, 0.6128, -0.6268], [-0.2252, -0.1040, 0.3136], [0.3400, -0.0662, -0.0353], [0.3036, 0.0820, 0.2525], [-0.6479, -0.1613, -0.0895], [0.0170, 0.1435, 0.1025], [-0.1005, -0.1228, -0.0290], [-0.1038, -0.0218, -0.0997], [-0.0194, 0.0822, 0.0901], [-0.0567, -0.1013, -0.1487], [0.0126, -0.0809, -0.1313], [0.0617, -0.0186, -0.0817], [0.0578, -0.0004, 0.0657], [0.0737, 0.0097, -0.0565], [0.0816, 0.0157, 0.0068], [0.0435, 0.0841, -0.0306], [0.0192, 0.0972, 0.0771], [-0.0189, 0.1172, 0.1389], [0.0207, 0.1807, 0.1689], [-0.1320, 0.3830, 0.4699], [-0.0333, -0.3035, -0.0976], [0.2528, -0.2817, -0.4060], [0.5894, -0.0140, 0.0919], [0.0360, 0.1860, 0.0772], [-0.2985, -0.9819, -0.3887], [-0.3860, 0.3371, 0.1761], [0.0526, 0.2952, 0.1058], [-0.3487, 0.0744, 0.0592], [-0.0757, -0.1031, -0.0343], [0.0483, -0.1073, -0.0518], [0.3727, 0.6444, 0.1793], [-0.1512, -0.6335, -0.3038], [0.2405, 0.3392, 0.0970], [-0.1598, -0.3433, -0.0959], [-0.0456, 0.2833, 0.1686], [0.0772, 0.1633, 0.0888], [0.0661, 0.0107, 0.0414], [0.0750, 0.0519, 0.0096], [0.0092, 0.0242, 0.0248], [0.0432, -0.0107, -0.0687], [0.0177, -0.0157, 0.0000], [0.0450, -0.0531, -0.0236], [-0.0312, -0.0936, 0.0077], [-0.0402, -0.0820, -0.0198], [-0.0320, 0.0267, 0.0197], [0.1301, -0.1571, 0.1043], [0.0899, 0.0185, -0.0248], [0.0723, -0.0986, 0.0284], [-0.0691, -0.0302, 0.0419], [-0.0277, -0.0851, 0.0452], [-0.0610, 0.0415, -0.1081], [0.1007, 0.0772, -0.1098], [-0.0671, 0.1579, -0.0526]], "smiles": "CCCC[C@@H](NS(=O)(=O)c1ccc(C)cc1)C(=O)Oc1ccc2c3c(c(=O)oc2c1)CCC3", "lumo_ev": -0.14, "energy_ha": -1873.279954, "orbital_gap_ev": 8.7}